(1)
Density functional theory data (the ωB97M-V functional and the def2-TZVPD basis) for an isolated molecule of C5H8O at a distorted geometry.

Last column: Löwdin charge in e.
Cartesian coordinates (Å):
C1 0.22 -1.21 0.12  -0.1227
C2 -0.95 -0.87 -0.84  -0.1011
C3 -0.61 0.60 -0.58  -0.1994
O1 -0.81 1.08 0.85  -0.1283
C4 0.61 1.16 0.99  -0.1915
C5 0.81 0.21 -0.16  -0.2061
H1 -0.12 -1.29 1.15  0.1115
H2 0.85 -2.07 -0.12  0.1034
H3 -1.96 -1.23 -0.63  0.1040
H4 -0.68 -1.20 -1.86  0.1168
H5 -1.01 1.56 -0.87  0.1410
H6 0.92 0.85 1.98  0.1149
H7 1.02 2.16 0.75  0.1206
H8 1.70 0.25 -0.79  0.1369

Properties
ΔE to the lowest compared entry with this formula, charge and spin, kcal/mol: 67.8
Structure (SMILES): C1C[C@H]2OC[C@@H]12
E, eV: -7359.3170
F_max, eV/A: 2.6

(2)
Density functional theory data (the ωB97M-V functional and the def2-TZVPD basis) for a 19-piece molecular cluster, C27H48Cl36O3P2 overall at a distorted geometry.

Last column: Löwdin charge in e.
Cartesian coordinates (Å):
C1 -3.21 -4.48 1.39  -0.3044
P1 -4.25 -2.97 1.46  0.9406
C2 -4.56 -2.44 3.19  -0.2900
C3 -3.17 -1.73 0.66  -0.3043
C4 -2.35 -0.88 1.30  -0.0362
C5 -1.52 0.10 0.59  -0.3635
O1 -0.93 0.99 1.19  0.0443
C6 -1.41 0.01 -0.89  -0.0174
C7 -2.22 -0.82 -1.55  -0.2623
P2 -2.15 -0.91 -3.40  0.8558
C8 -3.72 -0.08 -3.84  -0.2491
O2 -2.38 -2.48 -3.85  -0.3033
C9 -3.24 -1.66 -0.83  -0.3863
O3 -4.09 -2.26 -1.46  0.0636
H1 -2.51 -4.28 0.57  -0.0508
H2 -3.82 -5.33 1.12  0.0280
H3 -2.62 -4.63 2.29  0.0121
H4 -4.93 -3.26 3.79  0.0387
H5 -5.35 -1.69 3.15  0.0310
H6 -3.71 -1.97 3.68  0.0185
H7 -2.26 -0.90 2.38  0.0925
H8 -0.68 0.62 -1.41  0.0244
H9 -3.91 -0.14 -4.90  -0.0347
H10 -3.61 0.94 -3.47  0.0477
H11 -4.51 -0.54 -3.25  0.0334
H12 -1.64 -3.01 -3.56  0.0348
C10 -1.37 4.18 1.11  -1.0491
Cl1 -0.20 4.96 0.03  0.5517
Cl2 -3.00 4.24 0.45  0.5094
H13 -1.08 3.15 1.25  -0.0285
H14 -1.36 4.71 2.06  -0.0451
C11 2.00 7.39 1.88  -1.0544
Cl3 1.59 7.69 3.58  0.4872
Cl4 3.18 8.56 1.28  0.5007
H15 2.42 6.40 1.80  -0.0498
H16 1.09 7.46 1.29  -0.0055
C12 0.40 -2.67 1.79  -0.9646
Cl5 -0.26 -3.68 0.49  0.5928
Cl6 -0.40 -2.96 3.34  0.5722
H17 1.45 -2.88 1.89  -0.0202
H18 0.25 -1.63 1.51  0.0093
C13 2.93 -5.10 -0.53  -0.9772
Cl7 3.06 -3.37 -0.21  0.5400
Cl8 4.20 -6.02 0.28  0.5216
H19 1.96 -5.45 -0.17  -0.0130
H20 3.01 -5.26 -1.60  0.0340
C14 -3.53 7.40 2.64  -1.0033
Cl9 -4.15 5.83 3.14  0.4968
Cl10 -1.79 7.54 2.93  0.5108
H21 -3.72 7.53 1.58  0.0248
H22 -4.04 8.17 3.21  0.0237
C15 2.20 3.59 4.38  -1.0360
Cl11 3.35 4.37 3.28  0.5385
Cl12 0.55 3.64 3.73  0.5636
H23 2.50 2.56 4.51  0.0212
H24 2.21 4.11 5.32  -0.0476
C16 1.96 -8.25 2.61  -1.0297
Cl13 2.13 -8.37 4.37  0.5070
Cl14 0.48 -7.39 2.16  0.4967
H25 2.81 -7.71 2.21  -0.0212
H26 1.91 -9.25 2.19  0.0259
C17 6.03 -0.99 1.73  -0.9906
Cl15 6.63 -2.51 2.40  0.5239
Cl16 4.28 -0.83 1.95  0.4798
H27 6.52 -0.16 2.24  0.0304
H28 6.26 -0.96 0.67  0.0318
C18 2.36 2.59 8.47  -0.9942
Cl17 3.52 3.38 7.39  0.5528
Cl18 0.72 2.64 7.81  0.5218
H29 2.65 1.56 8.60  0.0225
H30 2.37 3.11 9.42  0.0261
C19 4.96 -3.04 5.98  -1.0332
Cl19 4.22 -1.51 6.49  0.4874
Cl20 3.92 -4.42 6.31  0.5040
H31 5.15 -2.99 4.92  -0.0231
H32 5.89 -3.17 6.53  0.0255
C20 9.05 -5.32 1.55  -1.0305
Cl21 9.90 -4.41 0.30  0.5053
Cl22 7.38 -5.67 1.08  0.4616
H33 9.57 -6.25 1.72  0.0243
H34 9.03 -4.73 2.46  0.0124
C21 -7.19 -3.74 -1.79  -1.0398
Cl23 -6.98 -5.37 -1.15  0.4859
Cl24 -8.88 -3.24 -1.80  0.4920
H35 -6.62 -3.05 -1.17  -0.0062
H36 -6.81 -3.72 -2.81  0.0256
C22 1.75 1.88 -0.23  -0.9716
Cl25 1.31 1.73 -1.94  0.5944
Cl26 3.51 1.93 -0.01  0.5382
H37 1.32 2.79 0.16  -0.0291
H38 1.36 1.02 0.31  0.0121
C23 6.17 4.48 -0.16  -1.0315
Cl27 5.22 5.95 0.06  0.5017
Cl28 7.53 4.41 0.97  0.4982
H39 5.53 3.62 0.01  -0.0518
H40 6.56 4.46 -1.17  0.0275
C24 -3.11 0.64 -8.20  -1.0177
Cl29 -2.27 -0.75 -7.49  0.5296
Cl30 -4.43 1.20 -7.17  0.5070
H41 -2.40 1.45 -8.33  -0.0078
H42 -3.52 0.34 -9.16  0.0132
C25 -7.70 1.72 -9.55  -1.0118
Cl31 -6.02 1.95 -10.03  0.4959
Cl32 -7.88 0.48 -8.31  0.5035
H43 -8.07 2.66 -9.15  0.0244
H44 -8.28 1.43 -10.42  0.0233
C26 -3.83 4.95 -7.62  -1.0255
Cl33 -3.05 4.16 -9.00  0.5106
Cl34 -2.71 6.00 -6.75  0.5126
H45 -4.65 5.55 -7.99  0.0260
H46 -4.19 4.18 -6.95  -0.0043
C27 2.84 -1.06 -2.93  -1.0738
Cl35 3.68 -0.15 -4.19  0.5168
Cl36 1.17 -1.41 -3.38  0.4914
H47 3.36 -2.00 -2.78  -0.0097
H48 2.85 -0.48 -2.02  -0.0331

Properties
E, eV: -504304.8131
F_max, eV/A: 1.8

(3)
Density functional theory data (the ωB97M-V functional and the def2-TZVPD basis) for C10H22CrF6N4O10P2S3 as an isolated structure at a distorted geometry.

Last column: Löwdin spin population.
Cartesian coordinates (Å):
Cr1 -0.39 0.83 -0.18  0.9881
C1 1.60 1.40 -2.33  0.0001
C2 2.36 1.35 -0.99  -0.0001
N1 1.42 1.71 0.11  0.0002
C3 1.31 3.13 0.47  0.0004
C4 0.47 3.91 -0.53  0.0032
S1 -1.11 3.02 -0.87  -0.0059
C5 -1.08 2.73 -2.69  -0.0010
C6 -0.75 1.28 -3.03  0.0000
N2 0.29 0.76 -2.14  -0.0119
H1 2.20 0.86 -3.06  -0.0004
H2 1.47 2.43 -2.65  0.0000
H3 3.22 2.04 -1.01  -0.0002
H4 3.46 -0.16 -0.21  0.0000
H5 1.74 1.18 0.93  0.0031
H6 2.30 3.59 0.56  -0.0004
H7 0.82 3.17 1.45  0.0000
H8 0.99 4.10 -1.47  0.0002
H9 0.19 4.88 -0.10  -0.0003
H10 -0.39 3.45 -3.13  -0.0001
H11 -2.08 2.97 -3.03  0.0000
H12 -0.44 1.22 -4.09  -0.0002
H13 -1.63 0.66 -2.88  0.0001
H14 0.39 -0.24 -2.27  0.0004
N3 -3.11 0.35 2.48  -0.0002
C7 -2.15 -0.78 2.23  0.0000
C8 -2.51 -1.91 3.15  -0.0001
P1 -2.48 -1.19 0.44  0.0009
O1 -4.10 -1.21 0.61  -0.0004
O2 -2.01 -2.46 -0.11  0.0008
O3 -2.22 0.10 -0.33  0.0148
P2 -0.55 0.15 2.49  0.0003
O4 -0.79 0.49 4.05  0.0000
O5 0.87 -0.18 2.24  0.0002
O6 -0.94 1.42 1.71  -0.0084
H15 -4.01 0.15 2.03  0.0000
H16 -2.62 1.17 2.05  -0.0001
H17 -3.20 0.52 3.49  0.0000
H18 -3.55 -2.20 3.00  0.0000
H19 -2.34 -1.63 4.19  0.0000
H20 -1.89 -2.77 2.92  0.0000
H21 -4.48 -1.89 0.06  0.0000
H22 -0.02 0.27 4.57  0.0000
F1 -0.68 -4.60 0.15  -0.0001
C9 0.15 -3.76 -0.45  -0.0004
F2 -0.30 -3.47 -1.66  0.0000
F3 1.31 -4.42 -0.60  -0.0001
S2 0.56 -2.26 0.66  0.0014
O7 0.19 -1.08 -0.12  0.0131
O8 -0.17 -2.50 1.86  0.0005
N4 2.07 -2.36 0.86  0.0017
S3 3.50 -2.67 0.20  0.0002
O9 4.34 -1.49 0.38  0.0000
O10 2.71 0.04 -0.84  0.0001
C10 3.08 -2.55 -1.77  0.0002
F4 3.96 -1.74 -2.39  0.0000
F5 3.17 -3.74 -2.36  0.0000
F6 1.85 -2.06 -2.03  0.0002

Properties
Spin multiplicity: 2
Total charge: +1
ΔE to the lowest compared entry with this formula, charge and spin, kcal/mol: 28.8
<S²>: 0.761
E, eV: -132970.1864
F_max, eV/A: 3.4

(4)
Density functional theory data (the ωB97M-V functional and the def2-TZVPD basis) for C6H14N2O2 as an isolated structure at a distorted geometry.

Last column: Löwdin charge in e.
Cartesian coordinates (Å):
C1 0.48 -0.43 0.36  -0.4545
C2 0.29 -1.57 1.38  -0.1094
C3 1.43 -0.90 -0.73  -0.0857
C4 1.10 0.72 1.14  -0.0849
C5 -0.71 1.56 -0.91  -0.5395
N1 0.10 2.10 -1.89  0.1858
O1 -1.24 2.19 -0.03  0.0983
H1 0.06 1.67 -2.79  0.1100
H2 0.11 3.10 -1.91  0.1145
H3 -0.43 -1.29 2.15  0.0719
H4 -0.05 -2.49 0.91  0.0752
H5 1.23 -1.79 1.89  0.0777
H6 1.67 -0.10 -1.43  0.0646
H7 2.38 -1.22 -0.31  0.0820
H8 1.03 -1.75 -1.29  0.0786
H9 1.43 1.54 0.50  0.0673
H10 2.03 0.40 1.62  0.0849
H11 0.41 1.09 1.90  0.0836
N2 -2.27 -0.39 0.52  0.0970
C6 -1.30 -0.57 -0.42  -0.3381
O2 -1.28 0.33 -1.47  -0.0117
H12 -2.92 -1.14 0.69  0.1016
H13 -2.33 0.54 0.92  0.0935
H14 -1.22 -1.59 -0.80  0.1372

Properties
ΔE to the lowest compared entry with this formula, charge and spin, kcal/mol: 57.9
E, eV: -13523.1127
F_max, eV/A: 4.8

(5)
Density functional theory data (the ωB97M-V functional and the def2-TZVPD basis) for an isolated ion of composition C2HNO5S and charge -2 at a distorted geometry.

Last column: Löwdin charge in e.
Cartesian coordinates (Å):
C1 -0.05 0.99 1.81  -0.8010
C2 1.03 -1.63 -1.62  -0.8753
N1 -1.69 1.01 -0.34  -0.4306
O1 0.04 0.55 2.92  -0.0489
O2 0.21 -2.51 -1.76  -0.0698
O3 0.15 2.07 1.29  -0.0794
O4 0.57 -0.70 -0.57  -0.4158
O5 2.15 -1.47 -2.09  -0.0701
S1 -0.92 -0.19 0.30  0.8966
H1 -1.50 1.88 0.05  -0.1056

Properties
Total charge: -2
ΔE to the lowest compared entry with this formula, charge and spin, kcal/mol: 36.7
E, eV: -24651.8754
F_max, eV/A: 3.3

(6)
Density functional theory data (the ωB97M-V functional and the def2-TZVPD basis) for a 2-piece molecular cluster, C4H12NO3 overall at a distorted geometry.

Last column: Löwdin charge in e.
Cartesian coordinates (Å):
C1 2.70 -0.73 0.37  -0.0234
N1 1.83 -0.70 -0.84  0.1481
H1 2.78 0.28 0.81  0.1101
H2 3.72 -1.08 0.11  0.1074
H3 2.29 -1.41 1.13  0.1101
H4 0.87 -0.37 -0.60  0.1247
H5 2.22 -0.05 -1.56  0.1843
H6 1.75 -1.64 -1.26  0.1843
O1 -1.60 -0.84 -0.42  -0.0689
O2 -0.95 1.36 -0.83  -0.0689
O3 -0.61 0.42 1.27  -0.0747
C2 -1.89 0.35 -1.11  -0.2172
C3 -1.56 -0.58 0.96  -0.2175
C4 -0.92 1.59 0.56  -0.2175
H7 -2.91 0.70 -0.86  0.1522
H8 -1.86 0.14 -2.20  0.1550
H9 -1.27 -1.51 1.48  0.1539
H10 -2.56 -0.28 1.32  0.1520
H11 -0.14 2.34 0.77  0.1539
H12 -1.89 2.00 0.90  0.1520

Properties
Total charge: +1
ΔE to the lowest compared entry with this formula, charge and spin, kcal/mol: 38.8
E, eV: -11967.9141
F_max, eV/A: 1.4

Q: Which formula does entry 1 have?
A: C5H8O

Q: The highest E belongs to which entry?
A: C5H8O

Q: Number 2 is which compound?
A: C27H48Cl36O3P2

Q: F_max of number 4 (C6H14N2O2)?
A: 4.8 eV/A